Record 1
Entry from the OMol25 dataset: a gas-phase ion, C5H11N2S (charge +1) (ωB97M-V/def2-TZVPD).

Each line ends with the natural charge from an NBO analysis.
Cartesian coordinates (Å):
H -1.7444 -1.3895 -0.0216  0.19
C 0.5870 -0.4637 -0.2865  0.18
H -0.4064 1.7418 -1.8700  0.25
C 1.1894 -2.0585 1.2002  0.06
H 0.2581 2.7232 1.0042  0.26
C -1.0077 1.3305 -0.9224  -0.45
H 1.8929 -2.5307 1.9566  0.26
H -0.9796 0.4978 0.8160  0.44
C -0.9191 -1.8919 -0.4429  -0.65
H 1.3661 1.8929 -0.1183  0.22
H -0.9632 -1.9231 -1.6060  0.26
C 0.6836 1.7432 0.7671  -0.44
N 1.3759 -0.9584 0.6382  -0.53
N -0.2341 0.7470 0.1105  -0.39
H 1.3620 1.1811 1.4417  0.27
H 0.9144 -0.2659 -1.3664  0.24
S -0.1505 -3.0710 0.5814  0.33
H -1.6272 2.1584 -0.4716  0.25
H -1.5970 0.5369 -1.4101  0.24

Output
HOMO energy: -13.2 eV
molecular weight: 131.224 u
gap between HOMO and LUMO: 9.873 eV
charge: +1
E_tot: -19169.134 eV

---

Record 2
Entry from the OMol25 dataset: a gas-phase ion, C5H11N2S (charge +1) (ωB97M-V/def2-TZVPD).

Each line ends with the Mulliken spin population.
Cartesian coordinates (Å):
S 0.9953 0.9909 -0.3061  0.70
H 3.2564 0.8923 1.6953  0.02
H 3.3288 -2.0483 1.3967  -0.01
H -1.7135 2.4360 -0.9844  0.02
H 1.4475 -1.1510 0.5785  -0.03
C -2.0467 1.5639 -0.3465  -0.01
C -1.6020 0.2714 -0.7623  0.14
H -2.3249 -1.6156 -1.3723  0.00
N 3.7137 -1.0656 1.5865  0.25
H -3.4622 -0.5461 -0.4007  0.01
C 2.9364 -0.0043 1.2661  0.60
H -3.1433 1.5295 -0.4201  0.00
C -0.3006 -0.0724 -0.7307  -0.01
H 4.6052 -0.9140 1.9332  -0.01
H -3.2097 -0.1897 -2.1369  0.01
C -2.7366 -0.6206 -1.2152  0.00
N 1.8139 -0.1926 0.6235  0.31
H -1.7437 1.7460 0.6974  0.00
H 0.1860 -1.0097 -1.1020  0.00

Output
HOMO energy (alpha / beta): -9.4 / -13.8 eV
molecular weight: 131.224 u
gap between HOMO and LUMO (alpha / beta): 5.698 / 6.803 eV
charge: +1
E_tot: -19167.756 eV
multiplicity: 3